#a
Computed, not measured: an isolated molecule of C2H2N4O2, with the ωB97M-V functional and the def2-TZVPD basis.

The geometry in XYZ format:
```
10
Properties=species:S:1:pos:R:3
C 0.431 0.250 1.065
C -0.460 0.260 -0.975
H 1.232 1.659 2.010
H -0.916 1.831 -2.240
N 0.378 -1.015 1.034
N 0.061 -1.665 -0.072
N -0.469 -0.993 -1.157
N -0.147 0.920 0.095
O 1.207 0.681 2.080
O -1.070 0.909 -2.031
```

Summary:
HOMO: -10.221 eV
SMILES: Oc1nnnc(O)n1

=====

#b
Computed, not measured: an isolated molecule of C2H2N4O2, with the ωB97M-V functional and the def2-TZVPD basis.

The geometry in XYZ format:
```
10
Properties=species:S:1:pos:R:3
C 1.196 -0.319 -0.072
C -1.174 -0.451 0.014
H 2.385 -1.843 0.294
H -1.871 1.523 0.333
N 2.297 -0.829 0.209
N 1.131 1.166 -0.369
N 0.054 1.690 -0.019
N -1.031 0.990 0.387
O -2.247 -0.953 -0.162
O 0.022 -1.069 -0.055
```

Summary:
HOMO: -10.565 eV
SMILES: [H]/N=c1/nn[nH]c(=O)o1

=====

Tell me which of them is the most stable. Sure, it is #b.

=====

#a
Computed, not measured: the ion C3H7N2O with charge +1, with the ωB97M-V functional and the def2-TZVPD basis.

The geometry in XYZ format:
```
13
Properties=species:S:1:pos:R:3
C -0.806 -0.517 -0.051
C 1.564 0.169 0.263
C 0.542 -1.057 0.317
N -1.980 -0.485 0.223
N -0.813 1.069 -0.829
O -3.092 -0.231 0.336
H 1.763 0.321 -0.820
H 2.466 -0.049 0.811
H 1.290 1.133 0.766
H 0.833 -1.693 -0.455
H 0.566 -1.335 1.330
H -0.965 1.859 -0.272
H -1.367 0.817 -1.619
```

Summary:
HOMO (spin up / spin down): -16.086 / -16.085 eV
SMILES: CCC(=[NH2+])N=O
charge: +1

=====

#b
Computed, not measured: a cluster of 2 separate species, C3H7N2O in total, with the ωB97M-V functional and the def2-TZVPD basis.

The geometry in XYZ format:
```
13
Properties=species:S:1:pos:R:3
C 0.024 1.455 -0.638
C -0.325 0.921 0.552
N -0.881 -0.312 0.285
C -0.794 -0.562 -1.009
N -0.314 0.535 -1.593
H 0.384 2.437 -0.883
H -0.164 1.351 1.520
H -0.926 -1.023 0.997
H -1.047 -1.386 -1.640
H -0.283 0.659 -2.593
H 0.923 -1.392 2.288
H 2.018 -1.661 1.187
O 1.384 -1.022 1.528
```

Summary:
HOMO: -14.566 eV
charge: +1

=====

Tell me which of them is the most stable. Sure, it is #b.

=====

#a
Computed, not measured: the ion C3H7N2O with charge +1, with the ωB97M-V functional and the def2-TZVPD basis.

The geometry in XYZ format:
```
13
Properties=species:S:1:pos:R:3
C 0.281 0.896 0.443
C 0.338 -0.663 -0.160
C -0.949 1.679 0.270
N -0.378 -1.219 -1.170
N 1.090 -1.425 0.618
O 1.182 1.147 1.164
H -1.231 1.863 1.282
H -1.544 1.185 -0.407
H -0.666 2.672 -0.216
H -0.712 -0.591 -1.959
H -0.029 -2.085 -1.569
H 1.561 -1.093 1.440
H 1.057 -2.366 0.263
```

Summary:
HOMO: -15.390 eV
SMILES: CC(=O)C(N)=[NH2+]
charge: +1

=====

#b
Computed, not measured: a cluster of 2 separate species, C3H7N2O in total, with the ωB97M-V functional and the def2-TZVPD basis.

The geometry in XYZ format:
```
13
Properties=species:S:1:pos:R:3
C -1.845 -0.629 0.201
C 0.136 0.289 -0.173
C 1.421 0.531 0.401
N -2.027 0.683 0.143
N -0.580 -0.972 0.143
O -0.770 1.270 -0.068
H -2.660 -1.337 0.355
H 0.383 0.284 -2.276
H 1.220 0.968 1.351
H 2.178 1.178 -0.154
H 1.853 -0.511 0.640
H -2.761 1.084 -0.303
H -0.134 -1.897 -0.028
```

Summary:
HOMO (spin up / spin down): -12.597 / -13.520 eV
charge: +1

=====

#c
Computed, not measured: a cluster of 3 separate species, C3H7N2O in total, with the ωB97M-V functional and the def2-TZVPD basis.

The geometry in XYZ format:
```
13
Properties=species:S:1:pos:R:3
C 2.121 0.226 -0.058
C 0.755 0.545 -0.327
C -0.967 -1.334 0.211
N -4.388 0.955 -0.034
N -3.467 0.411 0.216
O -1.940 -1.282 -0.370
H 2.662 1.026 0.393
H 2.377 -0.378 0.890
H 2.629 -0.270 -0.866
H 0.080 -0.285 -0.073
H 0.386 1.029 -1.321
H -0.426 -1.909 1.021
H 0.180 1.267 0.318
```

Summary:
HOMO: -16.322 eV
charge: +1

=====

Tell me which of them is the most stable. Sure, it is #a.

=====

#a
Computed, not measured: a cluster of 2 separate species, C3H7N2O in total, with the ωB97M-V functional and the def2-TZVPD basis.

The geometry in XYZ format:
```
13
Properties=species:S:1:pos:R:3
C -2.815 0.173 -1.267
C -1.170 1.260 0.156
C 1.914 -1.207 0.745
N -2.083 0.708 -0.418
N 1.042 0.445 -0.654
O 1.970 0.168 0.198
H -2.903 0.868 -2.115
H -3.384 -0.777 -1.138
H -0.926 1.890 0.872
H 2.993 -1.442 0.681
H 1.498 -1.884 0.030
H 1.515 -1.056 1.761
H 1.227 1.435 -1.054
```

Summary:
HOMO (spin up / spin down): -13.865 / -13.045 eV
charge: +1

=====

#b
Computed, not measured: a cluster of 2 separate species, C3H7N2O in total, with the ωB97M-V functional and the def2-TZVPD basis.

The geometry in XYZ format:
```
13
Properties=species:S:1:pos:R:3
C -0.009 -1.312 1.589
C -0.056 -1.329 0.235
N -0.572 -0.091 -0.149
C -0.844 0.640 0.931
N -0.508 -0.084 1.990
H 0.444 -1.883 2.381
H -0.187 -2.119 -0.486
H -0.354 0.424 -0.998
H -1.414 1.543 0.884
H -0.363 0.330 2.894
H 0.651 1.541 -3.488
H 1.879 1.419 -2.580
O 1.333 0.921 -3.202
```

Summary:
HOMO: -15.037 eV
charge: +1

=====

Tell me which of them is the most stable. Sure, it is #b.

=====

#a
Computed, not measured: a structure of composition C4H5NO2, with the ωB97M-V functional and the def2-TZVPD basis.

The geometry in XYZ format:
```
12
Properties=species:S:1:pos:R:3
C 0.674 0.736 -1.469
C 0.636 -0.013 -0.237
C -0.350 -0.769 1.550
C -0.662 -0.106 0.457
H 1.202 1.934 -1.126
H -0.460 0.807 -2.018
H 1.476 0.318 -2.014
H -0.627 -0.967 2.612
H -2.686 -0.604 0.291
N 1.602 -0.714 0.301
O 0.886 -1.266 1.521
O -1.691 0.644 0.132
```

Summary:
HOMO: -8.956 eV

=====

#b
Computed, not measured: an isolated molecule of C4H5NO2, with the ωB97M-V functional and the def2-TZVPD basis.

The geometry in XYZ format:
```
12
Properties=species:S:1:pos:R:3
O -2.687 0.569 0.097
C -1.716 -0.144 0.135
C -0.407 0.202 -0.539
C 0.583 0.851 0.473
N 1.712 -0.077 0.539
C 1.431 -1.027 -0.244
O 0.258 -1.009 -0.930
H -1.690 -1.088 0.720
H -0.597 0.812 -1.427
H 0.920 1.838 0.147
H 0.140 0.966 1.469
H 2.053 -1.894 -0.440
```

Summary:
HOMO: -9.937 eV
SMILES: O=C[C@H]1CN=CO1

=====

#c
Computed, not measured: an isolated molecule of C4H5NO2, with the ωB97M-V functional and the def2-TZVPD basis.

The geometry in XYZ format:
```
12
Properties=species:S:1:pos:R:3
C -0.195 -0.791 -0.353
C 1.005 -1.451 0.296
C 0.154 2.095 1.991
C -0.627 0.452 0.366
N 0.112 1.021 1.191
O -0.253 2.190 3.115
O 1.136 -1.605 1.471
H 0.003 -0.547 -1.398
H 1.769 -1.806 -0.422
H 0.772 2.883 1.502
H -1.612 0.838 0.083
H -1.024 -1.504 -0.332
```

Summary:
HOMO: -9.772 eV
SMILES: O=CC/C=N/C=O

=====

#d
Computed, not measured: a cluster of 2 separate species, C4H5NO2 in total, with the ωB97M-V functional and the def2-TZVPD basis.

The geometry in XYZ format:
```
12
Properties=species:S:1:pos:R:3
O -2.577 0.644 0.722
C -1.940 -0.242 0.190
C -0.538 -0.066 -0.214
C 0.370 0.903 0.475
N 1.654 0.092 0.297
C 1.358 -1.028 -0.265
O 0.077 -1.209 -0.594
H -2.342 -1.246 -0.034
H 1.334 0.811 -1.458
H 0.283 1.975 0.035
H 0.241 1.170 1.518
H 2.080 -1.803 -0.672
```

Summary:
HOMO (spin up / spin down): -8.672 / -9.352 eV

=====

Tell me which of them is the most stable. Sure, it is #b.

=====

#a
Computed, not measured: an isolated molecule of C4H5NO2, with the ωB97M-V functional and the def2-TZVPD basis.

The geometry in XYZ format:
```
12
Properties=species:S:1:pos:R:3
C -0.571 0.179 -0.101
C -0.573 -1.336 -0.173
C 0.692 0.706 -0.187
C 2.024 0.011 -0.034
H -2.559 0.158 0.138
H -1.844 1.727 0.234
H 0.445 -1.738 -0.061
H 0.664 1.829 -0.043
H 2.892 0.678 0.227
N -1.755 0.797 -0.013
O -1.658 -1.841 0.002
O 2.243 -1.170 0.013
```

Summary:
HOMO: -9.142 eV
SMILES: N/C(C=O)=C/C=O

=====

#b
Computed, not measured: an isolated molecule of C4H5NO2, with the ωB97M-V functional and the def2-TZVPD basis.

The geometry in XYZ format:
```
12
Properties=species:S:1:pos:R:3
C 1.116 1.390 -0.316
C 0.213 0.373 0.162
C -0.280 1.095 -0.995
O -1.641 -1.559 -0.303
C -0.823 -1.618 0.577
O -0.784 -2.624 1.461
N 0.253 -0.716 0.808
H 1.049 2.342 0.209
H 2.069 1.153 -0.767
H -0.669 2.093 -0.968
H -0.480 0.536 -1.908
H -0.023 -2.464 2.040
```

Summary:
HOMO: -9.958 eV
SMILES: O=C(O)N=C1CC1

=====

Tell me which of them is the most stable. Sure, it is #a.